{"formula": "C48H47IrN3SSi", "method": "ωB97M-V/def2-TZVPD", "relative_energy_kcal_mol": 45.9, "lumo_ev": -2.76, "charge": 1, "homo_lumo_gap_ha": 0.27330, "e_homo_ev": -10.2017, "elements": ["Ir", "C", "C", "C", "C", "C", "C", "C", "C", "C", "C", "C", "C", "H", "H", "H", "H", "H", "H", "H", "H", "H", "H", "H", "H", "H", "H", "H", "H", "H", "H", "S", "C", "C", "C", "N", "C", "C", "C", "C", "C", "N", "C", "C", "H", "H", "H", "H", "H", "H", "H", "H", "C", "C", "C", "C", "C", "C", "Si", "C", "C", "C", "C", "C", "C", "C", "C", "C", "C", "C", "C", "H", "H", "H", "H", "H", "H", "H", "H", "H", "H", "H", "H", "H", "H", "H", "C", "C", "C", "C", "C", "C", "C", "C", "N", "H", "H", "H", "H", "H", "H"], "xyz": [[1.39976, 0.23424, 0.59550], [4.76971, 0.81985, -0.28104], [3.62589, 1.13495, 0.64622], [3.47595, 0.43077, 1.84124], [4.51231, -0.56780, 2.27053], [2.30585, 0.65523, 2.64682], [2.10452, -0.11556, 3.91991], [1.42793, 1.72513, 2.33549], [0.39437, 2.12555, 3.35462], [1.64824, 2.52690, 1.15420], [0.78970, 3.73410, 0.89267], [2.71942, 2.20554, 0.31620], [3.01579, 3.03210, -0.90369], [5.65741, 1.39560, -0.00695], [4.53057, 1.05996, -1.31328], [5.03561, -0.23404, -0.23758], [4.29188, -1.57675, 1.91071], [4.57922, -0.61544, 3.35430], [5.49283, -0.28950, 1.89277], [2.48551, 0.46223, 4.76646], [2.62761, -1.06363, 3.90029], [1.05102, -0.32885, 4.08848], [-0.55789, 1.63055, 3.18975], [0.22591, 3.19884, 3.32530], [0.72908, 1.87387, 4.35656], [1.31950, 4.63947, 1.20049], [-0.15313, 3.68805, 1.42651], [0.54298, 3.82931, -0.16153], [2.94030, 2.44123, -1.81852], [4.03833, 3.40877, -0.84796], [2.35209, 3.88384, -0.99574], [1.75935, -0.88081, -5.91460], [1.67799, -0.48332, -4.21603], [0.92715, 0.55678, -3.67852], [0.87327, 0.71050, -2.31332], [1.51409, -0.09207, -1.45300], [2.31492, -1.04059, -1.97478], [2.42013, -1.26673, -3.32612], [0.42358, 0.09739, -6.56175], [-0.89596, -0.23996, -6.29228], [-1.89338, 0.56325, -6.82437], [-1.65247, 1.62450, -7.59131], [-0.38504, 1.91996, -7.85706], [0.69274, 1.19446, -7.36252], [0.35619, 1.22714, -4.30387], [0.28229, 1.49787, -1.87347], [2.85956, -1.65165, -1.27222], [3.05417, -2.06696, -3.68332], [-1.14088, -1.09544, -5.67632], [-2.93520, 0.34039, -6.62797], [-0.21550, 2.78206, -8.49046], [1.70891, 1.47976, -7.59602], [-3.81566, -3.40006, 2.98057], [-2.80922, -4.16228, 2.23271], [-1.64343, -3.79132, 1.71030], [-1.47101, -1.10541, 1.88342], [-2.21754, -1.87007, 4.19688], [-3.58457, -2.44295, 3.87152], [-0.99977, 0.10644, 0.52684], [-1.86733, 1.79607, 0.59539], [-1.91732, 2.54756, -0.58695], [-2.47927, 3.81339, -0.64058], [-3.03267, 4.37402, 0.50151], [-3.04535, 3.63865, 1.67628], [-2.47778, 2.37060, 1.71469], [-1.77040, -0.64855, -1.05679], [-1.19570, -1.64980, -1.84976], [-1.86613, -2.22327, -2.92030], [-3.15447, -1.81260, -3.23194], [-3.76137, -0.83901, -2.45332], [-3.07863, -0.27240, -1.38436], [-4.84090, -3.72819, 2.84991], [-3.05308, -5.21459, 2.12305], [-1.06142, -4.59549, 1.26584], [-2.34505, -1.29783, 5.12123], [-4.42349, -1.99859, 4.39288], [-1.56125, 2.11552, -1.51389], [-2.50367, 4.35331, -1.57855], [-3.47640, 5.36015, 0.46779], [-3.51060, 4.04408, 2.56538], [-2.54334, 1.82871, 2.64628], [-0.20126, -2.01623, -1.62832], [-1.38519, -3.00227, -3.50057], [-3.68636, -2.26241, -4.06119], [-4.77283, -0.52146, -2.67033], [-3.58621, 0.48050, -0.79458], [1.44372, -1.88016, 0.88419], [0.49401, -2.45654, 1.87570], [0.86320, -2.88267, 3.08752], [0.01157, -3.32484, 4.18814], [-1.21155, -2.95026, 4.60278], [-1.88892, -0.85631, 3.11933], [-0.95691, -2.47003, 1.44928], [-1.69857, -3.67061, 5.76000], [-2.09480, -4.21693, 6.69040], [1.26767, -2.34831, -0.08700], [2.47406, -2.09959, 1.17732], [1.92393, -2.95082, 3.30169], [0.47624, -4.08296, 4.81212], [-2.15627, 0.15429, 3.40177], [-0.93287, -2.45950, 0.35627]], "forces_ev_per_angstrom": [[0.45, 0.24, -0.05], [0.00, 0.00, 0.02], [0.06, 0.05, 0.00], [-0.07, -0.10, -0.02], [0.05, 0.02, 0.01], [-0.06, -0.04, -0.06], [0.03, 0.06, 0.01], [-0.02, 0.03, -0.02], [0.04, 0.06, -0.01], [-0.29, -0.04, 0.48], [-0.01, 0.00, -0.08], [0.05, -0.14, -0.20], [0.02, -0.04, -0.08], [0.00, 0.01, -0.01], [-0.01, 0.00, -0.02], [0.00, 0.00, 0.00], [-0.02, 0.01, 0.01], [0.01, 0.01, 0.00], [0.01, -0.01, 0.01], [-0.01, 0.01, 0.02], [-0.01, 0.02, 0.02], [-0.01, 0.01, 0.00], [0.05, -0.03, 0.02], [-0.03, -0.02, 0.01], [0.03, 0.00, 0.03], [0.01, 0.00, 0.01], [0.00, 0.00, -0.02], [-0.01, 0.02, 0.03], [0.00, 0.01, 0.00], [0.00, 0.00, -0.01], [0.03, 0.00, -0.01], [0.00, 0.01, -0.01], [0.02, -0.10, 0.03], [-0.03, 0.01, -0.01], [-0.04, 0.00, 0.00], [0.09, -0.13, 0.03], [-0.10, 0.05, -0.03], [-0.01, 0.04, 0.00], [0.00, 0.02, -0.03], [0.01, -0.01, 0.00], [0.02, 0.00, 0.00], [0.01, 0.00, 0.00], [-0.03, 0.00, 0.01], [-0.01, -0.01, 0.00], [0.00, 0.00, 0.00], [-0.02, 0.03, 0.02], [0.03, -0.03, 0.04], [0.00, -0.01, 0.01], [-0.01, 0.01, 0.00], [-0.02, -0.01, 0.01], [0.01, 0.02, -0.01], [0.01, 0.01, -0.01], [0.06, -0.06, -0.03], [-0.05, 0.06, 0.04], [-0.01, -0.01, -0.02], [-0.02, -0.01, -0.02], [0.07, 0.04, 0.03], [-0.02, 0.00, 0.00], [-0.18, -0.08, -0.13], [0.04, 0.09, 0.05], [0.00, 0.02, 0.00], [-0.02, -0.03, -0.01], [0.01, 0.00, 0.01], [0.00, -0.01, -0.02], [-0.01, -0.02, 0.00], [0.00, -0.03, -0.01], [0.04, 0.05, 0.00], [0.01, 0.00, 0.00], [-0.01, 0.01, 0.01], [0.03, -0.01, -0.01], [-0.01, 0.02, -0.01], [-0.01, 0.00, 0.00], [-0.01, -0.01, 0.00], [0.00, -0.01, -0.01], [0.00, 0.00, -0.03], [-0.01, -0.01, 0.00], [0.06, 0.00, -0.02], [0.00, 0.01, -0.01], [0.00, 0.01, 0.00], [-0.01, 0.00, 0.01], [0.00, 0.00, -0.01], [0.06, 0.03, -0.01], [0.00, 0.00, 0.01], [0.00, 0.01, 0.01], [-0.01, 0.00, 0.00], [-0.01, -0.02, 0.00], [-0.26, 0.09, -0.05], [0.05, -0.06, 0.02], [-0.06, 0.02, -0.02], [0.00, -0.03, 0.05], [0.01, 0.00, 0.00], [0.01, -0.05, 0.08], [-0.01, 0.02, 0.01], [0.04, 0.06, -0.07], [-0.03, -0.02, 0.03], [-0.02, -0.05, 0.01], [0.02, -0.01, 0.01], [0.06, 0.00, -0.01], [-0.01, -0.01, -0.01], [0.00, -0.03, 0.00], [0.01, 0.00, 0.02]]}